(1)
67
Properties=species:S:1:pos:R:3:forces:R:3 method="wB97M-V/def2-TZVPD" e_homo_ev="-11.255 / -11.302" energy_ha=-3090.778517 orbital_gap_ev="7.1 / 7.5" e_lumo_ev="-4.165 / -3.767" spin_multiplicity=3 total_charge=+1
V -0.909 1.192 0.063 0.1 0.4 0.1
C -4.750 -0.476 -0.038 0.0 0.0 0.0
O -5.550 0.696 -0.038 0.0 0.0 0.1
C -5.009 1.933 -0.024 0.0 0.1 -0.1
C -5.957 2.962 -0.004 0.0 -0.1 0.0
C -5.602 4.292 -0.012 0.0 0.0 0.0
C -4.262 4.639 -0.031 0.0 0.0 0.0
C -3.291 3.644 -0.042 -0.1 0.0 0.0
C -1.910 4.066 0.017 0.0 -0.1 0.0
N -0.906 3.270 0.092 -0.1 0.0 0.0
N 0.341 3.870 0.225 0.1 -0.1 0.0
C 1.233 2.952 0.350 0.1 0.0 0.0
O 0.877 1.659 0.319 -0.5 -0.2 -0.1
C 2.654 3.259 0.547 0.0 0.1 0.0
C 3.544 2.255 0.920 -0.1 0.0 0.0
C 4.879 2.560 1.120 0.0 0.0 0.0
C 5.330 3.860 0.943 0.0 0.0 0.0
C 4.444 4.863 0.571 0.0 0.0 0.0
C 3.107 4.567 0.376 0.0 0.0 0.0
C -3.658 2.282 -0.047 0.0 0.0 0.0
O -2.659 1.352 -0.067 0.1 0.1 0.0
H -5.454 -1.304 -0.006 0.0 0.0 0.0
H -4.100 -0.521 0.836 0.0 0.0 0.0
H -4.158 -0.535 -0.952 0.0 0.0 0.0
H -6.997 2.663 0.013 0.0 0.0 0.0
H -6.367 5.055 -0.001 0.0 0.0 0.0
H -3.959 5.678 -0.027 0.0 0.0 0.0
H -1.708 5.134 0.033 0.0 0.0 0.0
H 3.179 1.248 1.065 0.0 0.0 0.0
H 5.572 1.783 1.417 0.0 0.0 0.0
H 6.375 4.096 1.098 0.0 0.0 0.0
H 4.798 5.875 0.433 0.0 0.0 0.0
H 2.409 5.341 0.087 0.0 0.0 0.0
F -3.069 -6.819 -0.669 0.0 0.0 0.0
C -2.428 -5.653 -0.541 0.0 0.0 0.0
C -3.131 -4.480 -0.740 0.0 0.0 0.0
C -2.454 -3.278 -0.605 0.0 0.0 0.0
C -1.103 -3.255 -0.275 0.0 0.0 0.0
C -0.425 -4.458 -0.080 0.0 0.0 0.0
C -1.084 -5.667 -0.213 -0.1 0.0 0.0
Sb -0.030 -1.452 -0.123 0.3 -0.2 -0.1
C 1.277 -1.920 1.460 0.0 0.0 0.0
C 0.783 -2.582 2.582 0.0 0.0 0.0
C 1.607 -2.854 3.662 0.0 0.0 0.0
C 2.929 -2.453 3.596 0.0 0.0 0.0
F 3.733 -2.713 4.633 0.0 0.0 0.0
C 3.452 -1.799 2.496 0.0 0.0 0.0
C 2.613 -1.532 1.425 0.0 0.0 0.0
C 1.260 -1.490 -1.791 0.0 0.0 0.0
C 1.040 -0.586 -2.828 0.0 0.0 0.0
C 1.841 -0.589 -3.959 0.0 0.0 0.0
C 2.867 -1.512 -4.029 0.0 0.0 0.0
F 3.652 -1.521 -5.111 0.0 0.0 0.0
C 3.115 -2.424 -3.019 0.0 0.0 0.0
C 2.303 -2.407 -1.898 0.0 -0.1 0.0
H -4.180 -4.521 -0.998 0.0 0.0 0.0
H -2.993 -2.355 -0.768 0.0 0.0 0.0
H 0.625 -4.463 0.188 0.0 0.0 0.0
H -0.579 -6.612 -0.066 0.0 0.0 0.0
H -0.252 -2.904 2.624 0.0 0.0 0.0
H 1.246 -3.368 4.541 0.0 0.0 0.0
H 4.495 -1.514 2.487 0.0 0.0 0.0
H 3.017 -1.025 0.556 0.0 0.0 0.0
H 0.232 0.137 -2.772 0.0 0.0 0.0
H 1.683 0.105 -4.773 0.0 0.0 0.0
H 3.930 -3.128 -3.122 0.0 0.0 0.0
H 2.498 -3.118 -1.103 0.0 0.0 0.0

---

(2)
9
Properties=species:S:1:pos:R:3:forces:R:3 method="wB97M-V/def2-TZVPD" e_homo_ev=-9.261 energy_ha=-607.099823 orbital_gap_ev=7.4 e_lumo_ev=-1.899 spin_multiplicity=1
S 0.765 0.088 -1.811 0.0 -0.1 0.1
C 0.187 -0.057 -0.320 -0.8 0.5 0.2
C 0.436 -0.973 0.773 -0.2 0.0 -0.1
C -0.331 -0.552 1.779 0.2 -0.5 1.2
N -1.168 0.565 1.507 0.3 0.6 -1.3
C -0.876 0.871 0.294 0.2 0.1 -0.2
H 1.047 -1.843 0.779 0.5 -0.3 -0.1
H -0.322 -0.938 2.791 -0.2 -0.1 -0.1
H -1.290 1.693 -0.294 -0.1 -0.2 0.4

---

(3)
120
Properties=species:S:1:pos:R:3:forces:R:3 method="wB97M-V/def2-TZVPD" e_homo_ev="0.711 / -5.640" energy_ha=-2521.855170 orbital_gap_ev="1.3 / 7.6" e_lumo_ev="2.003 / 1.929" spin_multiplicity=2 total_charge=-1
N 7.619 2.589 3.537 0.5 -0.4 0.2
C 8.702 1.768 3.737 -0.3 0.2 -1.2
C 8.902 1.136 2.499 2.5 -1.2 2.8
C 7.946 1.498 1.612 -1.4 1.0 -0.6
C 7.178 2.442 2.275 -1.2 -0.1 -1.4
H 7.231 3.190 4.250 0.0 0.0 -0.1
H 9.202 1.802 4.694 0.2 -0.3 -0.3
H 9.708 0.450 2.284 0.0 -0.1 0.2
H 7.844 1.037 0.641 -0.2 0.5 -0.1
H 6.324 2.969 1.874 0.0 0.1 0.3
N 8.350 -4.689 6.609 -0.6 0.8 1.5
C 9.026 -4.485 5.451 -0.4 -1.3 0.4
C 9.131 -3.151 5.264 0.3 1.4 -1.3
C 8.479 -2.449 6.305 -0.7 -2.4 2.3
C 8.020 -3.474 7.203 0.9 0.8 -2.1
H 8.205 -5.585 7.052 0.0 0.2 -0.2
H 9.283 -5.370 4.886 0.3 0.4 -0.2
H 9.594 -2.715 4.391 0.0 0.1 0.1
H 8.343 -1.399 6.520 0.2 0.0 -0.4
H 7.499 -3.420 8.148 0.1 0.0 -0.1
N 12.300 6.604 7.385 2.9 -0.4 -0.7
C 12.060 7.922 7.587 2.5 -0.4 1.6
C 10.741 8.054 7.632 -1.4 3.3 0.0
C 10.186 6.887 7.209 -2.1 -2.9 -1.1
C 11.186 5.956 7.062 -0.9 -0.3 0.3
H 13.215 6.178 7.359 -0.1 0.2 0.1
H 12.848 8.578 7.928 -0.1 0.0 -0.1
H 10.296 8.989 7.942 -0.4 -0.1 -0.3
H 9.190 6.625 6.885 -0.3 0.4 0.4
H 11.182 4.895 6.860 -0.1 0.1 -0.2
N 14.774 1.752 13.859 0.7 1.4 -1.7
C 14.099 1.456 12.724 0.8 0.0 -2.4
C 14.940 1.778 11.586 -3.3 -1.0 1.6
C 16.039 2.367 12.135 2.3 0.6 -1.6
C 15.946 2.406 13.458 -0.3 -0.9 3.5
H 14.399 1.711 14.796 -0.1 -0.1 0.2
H 13.077 1.107 12.725 0.1 -0.3 0.3
H 14.761 1.684 10.525 -0.3 -0.3 0.1
H 16.925 2.613 11.569 0.0 0.4 0.1
H 16.698 2.640 14.197 -0.1 0.1 -0.1
N 14.648 5.579 12.512 -1.6 -2.2 -2.6
C 14.713 6.917 12.495 1.1 -0.2 2.2
C 13.690 7.449 11.805 -0.9 -0.2 -2.3
C 13.050 6.339 11.108 1.0 -2.2 1.2
C 13.666 5.144 11.561 0.7 2.9 1.6
H 15.159 4.902 13.059 0.3 0.3 -0.1
H 15.533 7.314 13.076 -0.3 0.7 0.0
H 13.513 8.504 11.656 0.0 -0.1 0.0
H 12.249 6.219 10.392 -0.1 0.9 0.0
H 13.523 4.081 11.436 -0.2 0.2 -0.2
N 11.979 1.179 9.961 -1.5 -0.6 -0.7
C 11.431 2.171 9.168 0.7 -1.4 -1.0
C 10.816 1.542 8.084 0.0 -0.2 1.4
C 10.839 0.102 8.320 0.7 1.5 0.4
C 11.540 -0.076 9.502 0.8 1.3 -0.2
H 12.509 1.334 10.806 -0.2 -0.1 -0.2
H 11.653 3.215 9.331 -0.1 -0.1 0.1
H 10.358 2.102 7.282 -0.1 -0.3 -0.1
H 10.456 -0.649 7.646 0.0 -0.1 0.2
H 11.913 -0.944 10.025 -0.3 0.0 -0.1
N 11.583 -3.141 14.708 0.3 -1.2 0.2
C 11.610 -3.493 13.400 0.8 -1.0 -1.1
C 10.737 -2.708 12.684 0.7 -0.1 0.4
C 10.197 -1.799 13.629 -0.8 -0.6 -0.6
C 10.660 -2.208 14.850 -1.3 3.3 0.8
H 12.117 -3.508 15.484 0.0 -0.1 -0.4
H 12.259 -4.288 13.063 0.0 0.1 0.0
H 10.541 -2.800 11.626 0.1 0.1 0.1
H 9.501 -1.008 13.392 0.0 -0.1 0.3
H 10.439 -1.689 15.771 0.3 -0.3 0.2
N 11.696 -3.975 7.324 -1.6 2.6 0.6
C 12.520 -4.862 6.826 1.7 -2.0 0.0
C 13.351 -5.240 7.866 1.1 -2.1 -0.9
C 13.018 -4.542 8.999 -1.1 1.7 1.0
C 12.005 -3.674 8.637 -0.4 -0.7 0.0
H 10.988 -3.564 6.733 -0.2 0.4 0.4
H 12.435 -5.233 5.815 0.0 0.1 0.1
H 14.031 -6.077 7.915 0.2 0.1 -0.5
H 13.360 -4.623 10.021 0.3 -0.1 -0.2
H 11.448 -3.001 9.273 -0.1 0.0 -0.4
N 13.824 -0.057 3.693 1.0 -2.1 -0.3
C 13.203 0.186 4.890 1.0 -2.2 0.0
C 12.711 1.437 4.851 -0.8 0.7 -0.5
C 12.997 1.893 3.545 0.6 2.0 -1.0
C 13.733 0.964 2.846 -1.1 1.4 0.3
H 14.434 -0.815 3.420 -0.4 -0.3 0.8
H 13.213 -0.656 5.566 -0.2 0.5 0.5
H 12.107 1.963 5.575 0.2 -0.2 0.1
H 12.889 2.912 3.202 -0.5 0.0 -0.1
H 14.107 0.913 1.834 0.1 0.2 0.2
N 8.098 5.510 9.515 1.2 1.3 -2.8
C 6.995 5.498 10.271 -0.1 -0.7 1.2
C 7.411 5.101 11.510 0.5 0.5 1.2
C 8.832 5.079 11.493 0.6 -0.7 -0.6
C 9.291 5.256 10.175 -2.4 0.3 2.5
H 7.999 5.859 8.572 0.6 -0.3 0.1
H 6.018 5.812 9.934 0.2 -0.3 -0.3
H 6.834 4.884 12.396 -0.2 0.3 -0.1
H 9.454 4.949 12.366 0.1 -0.3 -0.1
H 10.318 5.253 9.841 -0.5 0.2 -0.6
N 17.260 -0.235 8.575 -0.3 -0.3 -0.9
C 16.402 -1.250 9.003 1.4 1.4 1.2
C 15.134 -0.844 8.732 -0.6 -0.7 -0.8
C 15.197 0.247 7.827 2.0 1.2 0.3
C 16.555 0.659 7.804 -1.7 -0.9 0.3
H 18.263 -0.185 8.679 -0.3 -0.3 0.1
H 16.797 -2.022 9.646 -0.2 0.1 0.0
H 14.260 -1.291 9.182 -0.1 -0.2 -0.5
H 14.431 0.707 7.220 -0.2 0.1 0.5
H 17.018 1.532 7.367 0.0 -0.2 -0.1
N 5.572 3.888 7.048 1.5 -0.9 0.5
C 6.783 3.540 7.643 -1.4 -2.1 1.7
C 7.837 3.971 6.930 0.1 0.9 -0.7
C 7.251 4.656 5.841 1.6 0.5 -1.0
C 5.925 4.502 5.912 -2.2 1.8 -1.4
H 4.624 3.707 7.348 0.5 -0.2 0.1
H 6.777 2.786 8.416 0.0 0.5 0.4
H 8.896 3.967 7.144 -0.2 -0.4 0.2
H 7.759 5.209 5.066 0.0 0.0 0.0
H 5.182 4.939 5.261 0.0 0.0 0.0